--- a ---
DFT (wB97M-V/def2-TZVPD) results for 5 unconnected molecules or ions with the total composition H10O5.

Cartesian coordinates (Å):
O (14.58765, 24.37504, -15.56865)
H (13.90865, 23.96728, -16.10616)
H (14.99466, 23.64524, -15.10177)
O (10.52608, 25.76043, -15.41496)
H (9.91533, 25.54911, -16.12106)
H (10.90504, 26.60183, -15.66922)
O (11.18910, 20.95778, -17.84807)
H (11.82257, 20.26006, -18.01578)
H (10.66859, 20.63738, -17.11144)
O (10.71499, 22.02151, -20.18565)
H (10.81524, 21.58786, -19.33823)
H (11.47230, 22.60354, -20.24848)
O (12.64183, 23.08254, -16.95983)
H (12.01700, 23.76329, -16.71002)
H (12.09751, 22.32785, -17.18430)

Its gap between HOMO and LUMO is 10.60 eV. Its total charge is 0. Its SMILES is O.O.O.O.O.

Atom charges from the Mulliken analysis, given in e for atoms 1 to 5: number 1, O, carries -0.630; number 2, H, carries 0.430; number 3, H, carries 0.290; number 4, O, carries -0.652; number 5, H, carries 0.319

---

--- b ---
DFT (wB97M-V/def2-TZVPD) results for 5 unconnected molecules or ions with the total composition H10O5.

Cartesian coordinates (Å):
O (0.97453, -3.02415, -1.89690)
H (0.47397, -3.31260, -2.66010)
H (1.41604, -3.81476, -1.58667)
O (-0.65823, 1.68646, -0.50510)
H (-0.67562, 1.95201, -1.42457)
H (-0.28831, 0.80371, -0.51721)
O (5.00219, -0.64074, -2.76442)
H (5.58393, -1.39974, -2.72273)
H (4.17842, -0.94870, -2.38655)
O (-1.24720, 3.22598, 4.68801)
H (-1.03851, 2.94389, 3.79744)
H (-2.16249, 3.50261, 4.64384)
O (-3.90041, -0.67686, 1.27374)
H (-3.08630, -0.18385, 1.17175)
H (-4.57199, -0.11331, 0.88953)

Its gap between HOMO and LUMO is 11.81 eV. Its total charge is 0. Its SMILES is O.O.O.O.O.

Atom charges from the Mulliken analysis, given in e for atoms 1 to 5: number 1, O, carries -0.636; number 2, H, carries 0.320; number 3, H, carries 0.318; number 4, O, carries -0.641; number 5, H, carries 0.315

---

The relative energies come out as a 0.0000; b 0.0107, with values in hartree.

---

--- a ---
DFT (wB97M-V/def2-TZVPD) results for 5 unconnected molecules or ions with the total composition H10O5.

Cartesian coordinates (Å):
O (-2.57427, -1.69467, -0.79593)
H (-1.94327, -1.08167, -1.10293)
H (-2.83327, -1.18667, -0.04293)
O (0.05073, 1.97633, 0.54407)
H (0.00273, 1.41133, -0.22893)
H (0.81773, 1.69233, 0.98507)
O (2.60373, 1.14033, -0.55693)
H (2.46873, 2.01833, -1.02593)
H (3.54573, 1.23533, -0.41193)
O (-0.46827, -1.48567, 1.41507)
H (-0.71327, -0.63467, 1.78007)
H (-1.00627, -2.07467, 1.86407)
O (-0.27427, -0.22367, -1.02193)
H (0.65573, -0.14567, -0.96093)
H (-0.33227, -0.94667, -0.43993)

Its gap between HOMO and LUMO is 11.37 eV. Its total charge is 0. Its SMILES is O.O.O.O.O.

Atom charges from the Mulliken analysis, given in e for atoms 1 to 5: number 1, O, carries -0.624; number 2, H, carries 0.374; number 3, H, carries 0.296; number 4, O, carries -0.628; number 5, H, carries 0.360

---

--- b ---
DFT (wB97M-V/def2-TZVPD) results for 5 unconnected molecules or ions with the total composition H10O5.

Cartesian coordinates (Å):
O (-0.89373, -3.05247, 1.54187)
H (-0.27973, -3.58147, 1.98387)
H (-1.28573, -2.45147, 2.16487)
O (-2.26473, 2.42153, -0.04913)
H (-1.65473, 2.08353, 0.62287)
H (-2.22673, 1.67353, -0.69113)
O (1.90827, 1.52753, -1.51413)
H (1.91127, 1.20853, -2.40513)
H (2.78627, 1.37453, -1.19613)
O (1.14627, -1.13047, -0.69513)
H (0.27627, -1.45447, -1.01313)
H (1.25927, -0.38347, -1.28413)
O (-0.41373, 0.87753, 0.93187)
H (-0.52273, 0.05353, 1.32787)
H (0.25427, 0.83353, 0.27487)

Its gap between HOMO and LUMO is 10.68 eV. Its total charge is 0. Its SMILES is O.O.O.O.O.

Atom charges from the Mulliken analysis, given in e for atoms 1 to 5: number 1, O, carries -0.608; number 2, H, carries 0.305; number 3, H, carries 0.311; number 4, O, carries -0.663; number 5, H, carries 0.411

---

--- c ---
DFT (wB97M-V/def2-TZVPD) results for 5 unconnected molecules or ions with the total composition H10O5.

Cartesian coordinates (Å):
O (3.37058, 10.88417, -2.80657)
H (3.27796, 9.93146, -2.81009)
H (4.08259, 11.05379, -2.18972)
O (2.24397, 7.61668, -1.79817)
H (2.28297, 8.20141, -1.04132)
H (2.93413, 6.97265, -1.63967)
O (2.43091, 13.46061, -4.22642)
H (1.49202, 13.54013, -4.05789)
H (2.75218, 12.88833, -3.52964)
O (5.89944, 10.17639, -1.23234)
H (6.11592, 9.64089, -0.46904)
H (6.53362, 10.89301, -1.21040)
O (5.93883, 13.30780, -1.65545)
H (5.78855, 13.56918, -2.56392)
H (5.87531, 14.12285, -1.15758)

Its gap between HOMO and LUMO is 11.30 eV. Its total charge is 0. Its SMILES is O.O.O.O.O.

Atom charges from the Mulliken analysis, given in e for atoms 1 to 5: number 1, O, carries -0.654; number 2, H, carries 0.311; number 3, H, carries 0.350; number 4, O, carries -0.644; number 5, H, carries 0.320

---

The relative energies come out as a 0.0175; b 0.0151; c 0.0000, with values in hartree.

---

--- a ---
DFT (wB97M-V/def2-TZVPD) results for 5 unconnected molecules or ions with the total composition H10O5.

Cartesian coordinates (Å):
H (0.14699, 0.76324, 1.39136)
H (-0.10195, 2.23932, 1.83660)
H (1.65323, 1.06397, -0.50150)
H (1.96484, 0.72333, 0.81637)
H (1.77399, -0.57582, -2.43178)
H (0.38611, -0.84420, -1.86228)
H (-1.37941, -1.19269, -0.47550)
H (-1.59097, -0.92415, -2.00999)
H (-1.63225, -0.00444, 1.54132)
H (-0.99432, -1.45737, 1.53072)
O (-0.23937, 1.25112, 2.05015)
O (1.88819, 1.49588, 0.33040)
O (1.04980, -0.11728, -2.03773)
O (-1.12476, -1.49289, -1.38061)
O (-1.80012, -0.92802, 1.20247)

Its gap between HOMO and LUMO is 11.96 eV. Its total charge is 0. Its SMILES is O.O.O.O.O.

Atom charges from the Mulliken analysis, given in e for atoms 1 to 5: number 1, H, carries 0.353; number 2, H, carries 0.350; number 3, H, carries 0.389; number 4, H, carries 0.279; number 5, H, carries 0.321

---

--- b ---
DFT (wB97M-V/def2-TZVPD) results for 5 unconnected molecules or ions with the total composition H10O5.

Cartesian coordinates (Å):
O (12.12863, 8.38510, 14.15310)
H (11.97833, 9.09290, 14.77973)
H (11.25821, 8.17547, 13.81451)
O (15.53011, 3.70754, 13.73725)
H (15.07111, 4.54085, 13.63172)
H (15.86879, 3.50790, 12.86451)
O (16.30522, 8.21005, 14.28189)
H (16.47454, 8.75593, 15.04974)
H (16.61548, 8.73293, 13.54259)
O (17.99535, 5.29459, 12.81150)
H (17.67383, 5.05214, 11.94312)
H (17.24301, 5.16871, 13.38974)
O (14.51083, 6.32591, 13.15965)
H (14.94611, 6.94911, 13.74136)
H (13.59923, 6.61681, 13.13523)

Its gap between HOMO and LUMO is 11.13 eV. Its total charge is 0. Its SMILES is O.O.O.O.O.

Atom charges from the Mulliken analysis, given in e for atoms 1 to 5: number 1, O, carries -0.601; number 2, H, carries 0.298; number 3, H, carries 0.304; number 4, O, carries -0.656; number 5, H, carries 0.391

---

The relative energies come out as a 0.0068; b 0.0000, with values in hartree.

---

--- a ---
DFT (wB97M-V/def2-TZVPD) results for 5 unconnected molecules or ions with the total composition H10O5.

Cartesian coordinates (Å):
O (1.07187, 0.35307, -0.04117)
O (-0.37768, -2.10509, -0.30408)
O (0.09878, -0.66226, 2.77216)
O (-3.34709, -1.17544, -0.90118)
O (2.34947, 3.65173, -1.62348)
H (0.54761, 0.47546, 0.76805)
H (0.09225, -2.80054, -0.76782)
H (0.51822, -1.51437, 2.64214)
H (-2.45345, -1.40017, -0.61756)
H (2.69045, 3.65727, -2.51913)
H (1.69738, 1.07959, 0.05238)
H (-0.20315, -1.21941, -0.65389)
H (-0.65414, -0.83262, 3.33992)
H (-4.03945, -1.67517, -0.46841)
H (3.01817, 4.10123, -1.10349)

Its gap between HOMO and LUMO is 11.56 eV. Its total charge is 0. Its SMILES is O.O.O.O.O.

Atom charges from the Mulliken analysis, given in e for atoms 1 to 5: number 1, O, carries -0.644; number 2, O, carries -0.639; number 3, O, carries -0.612; number 4, O, carries -0.658; number 5, O, carries -0.627

---

--- b ---
DFT (wB97M-V/def2-TZVPD) results for 5 unconnected molecules or ions with the total composition H10O5.

Cartesian coordinates (Å):
O (-8.52305, -3.83130, 2.03244)
H (-9.41628, -3.59036, 1.79781)
H (-8.52485, -4.39969, 2.78916)
O (-5.98179, -2.22892, 2.08785)
H (-6.58134, -2.89054, 1.68601)
H (-5.98235, -1.52119, 1.40567)
O (-7.74542, -3.79426, 6.51385)
H (-7.33627, -3.32241, 7.27643)
H (-7.40190, -3.28239, 5.71333)
O (-7.46764, -2.00668, 4.48276)
H (-6.86304, -2.01247, 3.73740)
H (-8.24990, -2.24994, 3.95752)
O (-9.43169, -4.69805, 4.63452)
H (-9.08161, -4.05958, 5.28804)
H (-9.22100, -5.48795, 5.14496)

Its gap between HOMO and LUMO is 12.01 eV. Its total charge is 0. Its SMILES is O.O.O.O.O.

Atom charges from the Mulliken analysis, given in e for atoms 1 to 5: number 1, O, carries -0.622; number 2, H, carries 0.294; number 3, H, carries 0.346; number 4, O, carries -0.708; number 5, H, carries 0.337

---

The relative energies come out as a 0.0217; b 0.0000, with values in hartree.

---

--- a ---
DFT (wB97M-V/def2-TZVPD) results for 5 unconnected molecules or ions with the total composition H10O5.

Cartesian coordinates (Å):
H (1.34058, -0.80770, -0.49645)
H (1.71448, -2.17284, -0.17492)
H (1.13384, 1.32818, 0.08938)
H (2.52547, 1.27008, -0.56585)
H (-1.03216, 2.70708, -0.40040)
H (-1.08597, 1.09989, -0.37363)
H (-1.67972, -0.86173, 0.03830)
H (-0.93740, -0.93476, -1.40234)
H (-0.26955, 0.34082, 1.76843)
H (-0.04339, -0.98070, 1.06834)
O (0.90088, -1.68637, -0.32670)
O (1.88025, 0.71041, -0.09231)
O (-0.52584, 1.91889, -0.17485)
O (-1.74115, -0.63626, -0.92159)
O (-0.72240, -0.43020, 1.57159)

Its gap between HOMO and LUMO is 11.34 eV. Its total charge is 0. Its SMILES is O.O.O.O.O.

Atom charges from the Mulliken analysis, given in e for atoms 1 to 5: number 1, H, carries 0.428; number 2, H, carries 0.277; number 3, H, carries 0.355; number 4, H, carries 0.303; number 5, H, carries 0.290

---

--- b ---
DFT (wB97M-V/def2-TZVPD) results for 5 unconnected molecules or ions with the total composition H10O5.

Cartesian coordinates (Å):
O (5.33559, -20.21711, -15.60576)
H (4.43494, -19.87990, -15.69178)
H (5.23084, -21.16393, -15.45088)
O (6.90402, -16.33121, -16.97174)
H (5.96182, -16.34574, -16.78306)
H (7.09597, -17.22001, -17.33327)
O (6.97722, -19.06236, -17.69065)
H (7.85221, -19.46201, -17.77719)
H (6.46717, -19.68741, -17.14134)
O (7.51438, -21.09465, -19.84530)
H (7.49963, -21.73312, -19.12419)
H (6.67475, -20.62528, -19.77572)
O (5.13300, -17.47870, -19.43433)
H (6.01765, -17.22227, -19.71530)
H (5.27517, -18.27470, -18.91384)

Its gap between HOMO and LUMO is 10.42 eV. Its total charge is 0. Its SMILES is O.O.O.O.O.

Atom charges from the Mulliken analysis, given in e for atoms 1 to 5: number 1, O, carries -0.682; number 2, H, carries 0.328; number 3, H, carries 0.321; number 4, O, carries -0.628; number 5, H, carries 0.300

---

The relative energies come out as a 0.0000; b 0.0152, with values in hartree.

---

--- a ---
DFT (wB97M-V/def2-TZVPD) results for 3 unconnected molecules or ions with the total composition C2H9NS.

Cartesian coordinates (Å):
C (1.37989, 0.14007, -0.69470)
N (0.57519, 1.03833, 0.12895)
C (1.16291, 1.29073, 1.43377)
H (0.75643, -0.09854, -1.58305)
H (2.29464, 0.64331, -0.98053)
H (1.61263, -0.81788, -0.21058)
H (-0.51536, -1.08039, 1.11205)
H (-0.36985, 0.63024, 0.19585)
H (1.41822, 0.36163, 2.00046)
H (0.50097, 1.90251, 2.06094)
H (2.11479, 1.83646, 1.30098)
S (-1.53790, -1.12934, -0.56057)
H (-2.67713, -1.30244, 0.09578)

Its gap between HOMO and LUMO is 7.40 eV. Its total charge is 0.

Atom charges from the Mulliken analysis, given in e for atoms 1 to 5: number 1, C, carries -0.905; number 2, N, carries -0.312; number 3, C, carries -0.768; number 4, H, carries 0.310; number 5, H, carries 0.331

---

--- b ---
DFT (wB97M-V/def2-TZVPD) results for 2 unconnected molecules or ions with the total composition C2H9NS.

Cartesian coordinates (Å):
S (0.51566, -1.18387, 1.52210)
H (0.55409, -1.80305, 0.32644)
C (-1.52370, 0.39413, -0.46345)
N (-0.44740, 0.96250, -1.36583)
C (0.96690, 0.92771, -0.89659)
H (-2.46026, 0.55739, -0.99517)
H (-1.44799, 0.89626, 0.48765)
H (-1.32284, -0.65333, -0.27751)
H (-0.52150, 0.50640, -2.27399)
H (-0.70311, 1.93673, -1.51472)
H (1.34128, -0.08161, -0.92813)
H (1.54099, 1.57412, -1.56242)
H (0.99867, 1.28533, 0.12490)

Its gap between HOMO and LUMO is 5.70 eV. Its total charge is 0.

Atom charges from the Mulliken analysis, given in e for atoms 1 to 5: number 1, S, carries -0.718; number 2, H, carries -0.082; number 3, C, carries -0.819; number 4, N, carries -0.204; number 5, C, carries -0.872

---

The relative energies come out as a 0.0234; b 0.0000, with values in hartree.